[1]
12
Properties=species:S:1:pos:R:3:forces:R:3 method="wB97M-V/def2-TZVPD" relative_energy_kcal_mol=48.2 orbital_gap_ev=10.62 multiplicity=1 smiles=N[C@H](O)CO e_homo_ev=-9.86
O -1.80454 -0.23916 0.39061 1.9 -1.4 0.7
O 1.41275 1.30143 -0.14249 -1.6 0.2 -0.6
N 0.33521 -1.37280 0.01163 0.2 -0.4 0.2
C -0.12354 1.05668 -0.21806 4.6 0.5 0.5
C -0.22831 -0.21222 0.56494 -4.4 0.9 -1.1
H 1.82046 0.78774 -0.85753 -0.3 0.2 0.3
H -0.54859 1.91841 0.29010 -0.1 -0.2 -0.2
H -0.38970 0.99152 -1.27301 -0.3 -0.2 0.3
H 1.28311 -1.52838 0.33779 -0.2 -0.1 -0.2
H -0.01578 -0.09964 1.62628 0.2 0.0 -0.2
H 0.24968 -1.41971 -0.99759 0.2 0.1 0.1
H -1.99076 -1.18387 0.26734 -0.1 0.3 0.2

=====

[2]
73
Properties=species:S:1:pos:R:3:forces:R:3 method="wB97M-V/def2-TZVPD" orbital_gap_ev="5.19 / 4.17" charge=+1 multiplicity=6 e_homo_ev="-9.78 / -9.86"
Ge 0.97968 -1.36712 2.66103 -0.6 0.3 0.4
Ge 0.85108 -0.83242 0.10333 2.5 -2.2 0.1
Mn -1.05942 0.69038 0.16523 -1.6 1.0 0.3
Cl -0.38382 7.36208 0.79963 0.3 0.3 0.0
Cl -3.47862 6.95888 0.95313 -0.3 0.2 0.0
O 1.08898 3.33118 -1.73607 0.4 -0.3 0.4
O -4.80772 2.28988 -0.19497 0.1 -0.3 0.0
N 2.50748 0.92798 0.43513 -0.7 0.0 -0.2
N 0.03348 2.31998 0.01443 0.7 -1.7 0.1
N -2.90102 -0.59682 0.52993 0.1 0.2 -0.2
N -2.54862 1.94378 0.18553 -0.6 -0.8 -0.2
C 0.78088 -3.30472 3.11673 0.1 0.7 -0.4
C -0.22272 4.71888 0.40863 -0.2 -0.4 0.1
C 4.03568 -2.69962 -2.09937 0.1 0.0 -0.1
C 3.60558 2.52238 -0.94547 -0.2 -0.1 0.0
C -3.84602 1.57208 -0.00107 0.2 0.1 0.0
C -4.23482 -2.57732 0.58263 0.0 0.1 0.1
C -0.60882 -1.71832 -1.09857 -0.2 1.1 0.1
C -0.75232 3.43958 0.24363 -2.1 1.5 0.2
C 3.17848 -2.36882 -1.06117 -0.2 0.0 0.3
C -3.04622 -1.89572 0.78133 0.0 -0.2 0.2
C -2.44812 -2.89102 -2.80987 -0.1 0.1 0.0
C 2.24848 -1.35392 -1.22437 -0.4 0.3 0.4
C -1.78042 -3.66422 -1.87577 0.1 0.0 0.0
C -2.16432 3.25458 0.32413 1.5 1.5 -0.1
C 2.47628 -0.59512 3.74163 -0.3 -0.2 -0.7
C -1.29172 -0.94142 -2.03097 0.4 0.3 -0.1
C 1.13678 2.57178 -0.78637 -0.3 0.2 -0.9
C -0.64062 -0.28902 3.17143 0.3 0.0 -0.6
C -2.20402 -1.53092 -2.89337 -0.1 0.1 0.0
C -2.45312 5.61888 0.67793 0.9 -0.2 0.0
C -1.05952 5.80098 0.61533 -0.7 -0.4 0.0
C -2.99612 4.35438 0.53463 0.0 -0.2 0.1
C 2.45038 1.94708 -0.41407 0.5 0.4 -0.2
C 4.84018 2.02378 -0.56957 -0.2 -0.1 0.0
C -5.20732 -0.53102 -0.13307 0.2 0.1 0.0
C -3.98212 0.07868 0.10473 -0.4 -0.2 0.1
C 3.98218 -2.00352 -3.29607 0.1 0.0 0.0
C -5.33862 -1.88842 0.10223 0.3 0.1 0.0
C 2.20618 -0.66052 -2.42907 -0.2 0.1 0.1
C 3.69268 0.44708 0.78693 0.2 -0.2 0.1
C -0.86112 -3.07992 -1.02107 0.5 0.1 0.3
C 3.06998 -0.97362 -3.45997 0.0 0.0 -0.1
C 4.88738 0.97258 0.33273 -0.1 0.1 0.0
H -0.31682 -3.68512 -0.30597 0.0 -0.1 0.0
H 2.18038 -0.70882 4.78213 -0.2 -0.1 0.1
H 3.50348 3.33728 -1.64547 0.0 0.0 0.0
H -6.02482 0.07978 -0.48317 0.0 0.1 0.0
H -6.28112 -2.38932 -0.06137 0.0 -0.1 0.0
H -1.06992 0.13748 -2.13697 -0.2 -0.4 -0.1
H 1.61298 -3.86992 2.70763 0.1 -0.1 0.0
H 3.02358 -0.42412 -4.38817 0.0 0.0 -0.1
H 5.82748 0.56358 0.66353 0.1 -0.1 0.1
H 0.79038 -3.41042 4.19883 0.0 0.1 0.1
H 4.64708 -2.26362 -4.10697 0.1 0.0 0.0
H -2.18132 -2.40842 1.18133 0.0 0.0 -0.1
H -3.15542 -3.34892 -3.48077 -0.1 -0.1 -0.1
H -1.97702 -4.72322 -1.81097 0.0 -0.1 0.0
H 2.62028 0.46148 3.53853 -0.1 0.1 -0.1
H 0.84388 4.87798 0.37713 0.1 0.1 0.0
H 5.74748 2.43308 -0.98297 0.1 0.1 0.0
H -2.71602 -0.93352 -3.63187 -0.1 0.1 -0.1
H 4.74658 -3.50292 -1.98197 0.1 -0.1 0.1
H 3.22318 -2.90242 -0.11897 0.1 -0.1 0.0
H 3.67158 -0.41422 1.43933 0.1 -0.1 0.0
H 3.41958 -1.11422 3.60323 0.1 -0.1 0.0
H 1.48358 0.13868 -2.55487 0.0 0.1 -0.2
H -4.06532 4.21198 0.58533 0.1 0.1 0.0
H -0.82312 0.50768 2.40923 0.1 -0.3 0.7
H -1.53772 -0.89842 3.25013 -0.1 0.0 -0.1
H -4.29472 -3.62932 0.80723 0.0 -0.1 0.1
H -0.14422 -3.72192 2.73263 -0.1 0.0 -0.1
H -0.48882 0.21668 4.12253 0.1 0.0 0.0

=====

[3]
13
Properties=species:S:1:pos:R:3:forces:R:3 method="wB97M-V/def2-TZVPD" relative_energy_kcal_mol=112.8 orbital_gap_ev="8.47 / 6.20" charge=+1 multiplicity=2 e_homo_ev="-12.96 / -12.99"
Hg 2.64989 0.57742 0.13483 3.9 0.7 -0.5
O 0.06756 -2.11150 -0.31674 0.1 1.1 0.6
O 0.74626 0.23709 0.39102 -2.2 0.0 1.2
C -0.32062 -0.97757 0.29503 0.9 0.5 -1.8
C -2.67026 0.12740 0.32560 -0.5 -0.4 -0.8
C -1.62841 1.13592 0.10506 0.1 1.4 0.0
C -0.39127 0.45492 -0.40691 -1.7 -4.1 1.3
H -0.53697 -1.16498 1.34771 -0.5 0.4 -0.5
H 0.28284 -1.97209 -1.24684 -0.2 -0.1 -0.2
H -3.59423 0.47432 -0.16873 -0.2 0.1 0.5
H -0.22490 0.46590 -1.48899 0.0 0.1 0.3
H -1.51262 1.39264 1.19037 0.2 0.3 -0.4
H -1.86988 2.03120 -0.48949 0.1 -0.1 0.3

=====

[4]
31
Properties=species:S:1:pos:R:3:forces:R:3 method="wB97M-V/def2-TZVPD" relative_energy_kcal_mol=0.0 orbital_gap_ev="8.46 / 6.35" multiplicity=2 e_homo_ev="-9.32 / -9.38"
Ti -0.38664 0.40607 -1.51184 -0.6 0.7 -0.6
S -0.84102 1.53134 -3.75614 -0.1 0.0 -0.2
S -4.58558 -1.27596 -0.64238 -0.3 -0.1 0.1
S -0.91475 2.93170 -1.15930 -0.2 0.1 0.1
S -1.46040 4.41061 -3.55619 0.1 -0.1 0.0
O 5.24980 -2.07425 1.53034 0.1 -0.1 -0.2
O 1.35237 0.77437 -1.80394 0.5 -0.9 0.3
O -0.83444 -0.30643 3.45879 -0.2 -0.1 -0.2
O 0.19397 -1.28507 -1.77274 0.7 0.1 0.2
O -0.38376 0.29711 0.37268 0.5 -0.1 0.6
O 4.65497 -1.53326 3.52405 0.0 0.0 0.2
O 0.26660 1.54358 3.54955 0.0 0.1 -0.1
N 4.46719 -1.61408 2.33017 -0.3 0.1 -0.1
N 0.07468 0.42435 3.13382 0.2 -0.1 0.3
N -2.54126 -0.06719 -1.50355 -0.5 0.0 0.0
N 1.50215 -0.65182 -1.43972 -0.1 0.1 0.0
C -3.63495 0.54774 -2.08453 0.4 0.0 0.0
C 2.93785 -1.17750 0.45517 0.0 0.0 -0.1
C -2.92150 -1.04526 -0.71608 0.2 0.0 0.0
C 1.07529 -0.13149 2.20607 -0.2 0.0 0.3
C 2.26927 -0.58662 2.70812 0.0 0.0 0.0
C 3.17815 -1.11492 1.81159 0.3 -0.1 0.2
C 0.76142 -0.17430 0.85724 -0.4 0.1 -0.3
C 1.73012 -0.70228 -0.00320 0.0 0.0 -0.5
C -1.04763 2.92809 -2.83445 -0.2 0.2 -0.1
C -4.82306 0.01996 -1.72881 -0.2 0.0 0.0
H -2.23220 -1.65629 -0.15235 0.0 0.0 0.0
H -5.80537 0.32655 -2.04510 0.0 0.0 0.0
H -3.47976 1.37046 -2.76369 0.0 0.0 0.0
H 3.67648 -1.57527 -0.22576 0.0 0.0 0.0
H 2.50200 -0.53996 3.76219 0.0 0.0 0.0

=====

[5]
95
Properties=species:S:1:pos:R:3:forces:R:3 method="wB97M-V/def2-TZVPD" orbital_gap_ev=6.98 charge=+1 multiplicity=1 e_homo_ev=-9.45
Sn -0.01402 0.18682 -0.36896 -0.2 0.0 -0.1
As 2.52284 -0.70779 -1.78844 0.3 -0.2 0.3
S 1.94885 1.14466 1.04382 0.1 -0.1 0.0
O -3.79625 -1.69678 0.11970 0.6 2.1 -2.7
O -2.68785 0.13787 -0.61258 -0.8 -1.0 0.0
N -4.29448 -3.52892 4.14642 0.0 0.1 0.2
N -0.77031 -2.16470 -1.55013 -0.1 0.0 0.0
N -1.87563 0.88721 1.74437 -0.1 -0.4 -0.1
N -3.90815 -3.12210 1.88649 -0.4 -1.8 2.5
N -0.53451 2.73574 -1.92958 -0.1 0.1 0.1
N 0.13825 -2.05438 0.99885 -0.1 0.1 -0.1
N -5.57867 -2.00187 2.99951 -0.3 0.3 0.0
C -6.09060 -1.32750 1.80594 0.0 0.0 0.1
C -2.46735 -4.14223 -2.45242 0.0 0.0 0.0
C -4.58717 -2.89112 2.98955 0.6 -0.5 -0.5
C -3.17496 -0.58750 0.26988 0.5 1.1 -0.1
C -5.65238 0.13595 1.64046 0.2 -0.1 0.1
C 2.80301 -2.54314 -1.20253 -0.1 -0.2 0.0
C 3.91016 0.19845 -0.77567 0.1 0.1 0.0
C -3.22389 4.00051 0.26472 0.0 0.0 0.0
C -2.21290 -3.03223 -3.24009 0.0 0.0 0.0
C 3.33593 -0.78919 -3.55527 -0.2 0.2 -0.1
C 0.30219 -4.30151 2.59714 0.1 0.0 0.0
C 4.01205 -1.89447 -4.05920 0.1 0.1 0.0
C -0.37809 -3.21612 0.56951 0.0 0.1 -0.1
C 2.39786 -4.90002 -1.56872 0.0 0.0 0.0
C 3.74289 0.39461 -5.62181 0.0 0.0 0.0
C 4.62681 1.54038 1.08905 0.0 0.0 0.0
C -4.20524 3.19896 -1.77026 0.0 0.0 0.1
C 5.93857 1.46198 0.65227 0.0 0.0 0.0
C 0.82599 -3.09683 3.03443 0.0 -0.1 0.0
C -4.30821 0.56536 2.24566 -0.1 -0.1 -0.1
C -1.35956 -2.06317 -2.73934 0.1 0.0 0.1
C 3.58881 0.92189 0.38023 0.0 0.0 -0.1
C 4.54679 -1.85526 -5.34223 0.0 0.0 0.0
C 5.23808 0.11738 -1.19736 0.0 0.0 0.0
C 2.23395 -3.57626 -1.95216 0.0 0.1 0.1
C -1.81713 3.13020 -1.48952 0.1 -0.1 0.1
C -0.30651 -4.36302 1.35483 0.0 0.0 0.0
C 4.41159 -0.71558 -6.12439 0.0 0.0 0.0
C 3.12202 -5.20287 -0.42114 0.0 0.0 0.0
C -3.00424 -0.06972 1.70865 0.2 0.1 0.1
C -1.96009 3.69692 -0.22506 0.0 0.0 0.0
C -2.94891 2.88368 -2.25888 0.0 -0.1 -0.1
C -4.35368 3.75548 -0.50403 0.0 0.0 0.0
C 3.67674 -4.18006 0.33714 0.0 0.0 0.0
C 6.25251 0.74626 -0.49717 0.0 0.0 0.0
C -1.87400 -4.23803 -1.20345 0.0 -0.1 0.1
C -1.02873 -3.22000 -0.77747 0.1 0.1 -0.1
C 3.51702 -2.85333 -0.05027 0.0 0.0 0.0
C 3.20246 0.35322 -4.34519 0.0 -0.1 0.0
C 0.71876 -1.99912 2.19924 0.0 0.2 -0.1
H 5.07595 -2.71885 -5.72989 0.0 0.1 0.0
H -2.66928 -2.91428 -4.21561 0.0 0.0 0.1
H -5.64102 0.34457 0.56770 -0.1 0.1 0.0
H -4.33083 0.44767 3.33298 0.0 0.0 0.0
H 7.27532 0.68240 -0.84554 0.0 0.0 0.0
H -5.33689 4.00853 -0.12769 0.0 0.0 0.0
H 5.48011 -0.44789 -2.08834 0.0 0.0 0.0
H 1.67734 -3.34148 -2.85217 0.0 0.0 0.0
H -1.13194 -1.16206 -3.30642 0.0 -0.1 0.1
H 1.11520 -1.02675 2.48513 0.0 -0.1 -0.1
H 0.19606 3.33427 -1.57362 0.1 0.0 0.0
H -3.31920 4.43838 1.25211 0.0 0.0 -0.1
H -3.88352 -2.40033 1.03172 0.0 0.2 -0.2
H -3.13049 -4.92639 -2.80023 0.0 0.1 0.0
H 1.31781 -3.00839 3.99368 0.0 0.0 0.0
H -7.17622 -1.37369 1.85026 -0.1 0.0 0.0
H -3.61219 -4.26234 4.14939 0.1 0.0 0.0
H 4.24789 -4.41411 1.22875 0.0 0.0 0.0
H -2.84508 2.42515 -3.23855 0.0 0.1 0.1
H -1.64340 1.13660 2.69970 0.0 -0.1 0.0
H 3.96178 -2.05895 0.53876 0.0 0.0 0.0
H 2.68283 1.21791 -3.95008 0.0 0.1 0.0
H -6.41172 0.78361 2.08123 0.0 0.0 0.0
H 4.14020 -2.78131 -3.45452 0.0 0.0 0.0
H 0.38570 -5.19304 3.20880 0.0 0.0 0.0
H 4.82800 -0.69174 -7.12535 0.0 0.0 0.1
H -3.17313 -3.81122 1.92858 0.0 -0.1 0.2
H -5.77743 -1.90412 0.94453 -0.1 -0.1 0.0
H -0.69443 -5.30418 0.98991 0.0 0.0 0.0
H -5.07640 3.00613 -2.38519 0.0 0.0 0.0
H -2.72170 -0.92798 2.32181 0.0 0.0 0.1
H -2.08263 -5.09526 -0.57447 0.0 0.1 0.0
H -4.92691 -3.49883 4.92336 -0.1 0.0 0.1
H 3.26047 -6.23701 -0.12354 0.0 0.1 0.0
H -0.46204 2.64730 -2.92902 0.0 0.0 -0.2
H -2.17340 1.74315 1.27827 0.1 -0.1 -0.1
H 4.38213 2.09526 1.98770 0.0 0.0 -0.1
H -1.07467 3.90792 0.37020 -0.1 0.0 0.0
H 6.72070 1.96780 1.20800 -0.1 0.0 0.0
H 3.64233 1.28847 -6.22759 0.0 -0.1 0.1
H -4.23776 1.63882 2.05304 0.0 0.0 0.0
H 1.96465 -5.69433 -2.16669 0.0 0.0 0.0
H -6.01541 -1.79690 3.88085 0.0 0.0 0.1

=====

[6]
15
Properties=species:S:1:pos:R:3:forces:R:3 method="wB97M-V/def2-TZVPD" relative_energy_kcal_mol=39.5 orbital_gap_ev=7.41 charge=-1 multiplicity=1 e_homo_ev=-3.75
O 2.12155 -0.45178 -0.20886 0.8 0.9 0.0
O -2.41374 0.66926 0.38510 0.2 -0.9 -0.6
O -0.65886 -0.63171 1.36605 0.1 -0.9 0.8
O 0.95715 1.32717 -1.08408 1.0 -1.0 -0.7
O 1.04458 1.10272 1.12809 0.3 -0.4 -0.1
O -0.16803 -1.93709 -0.40130 -0.5 -1.2 -0.2
N -1.69052 0.20356 -0.76857 3.1 0.3 0.9
C 0.99732 0.34315 -0.07875 -2.7 0.6 1.4
C -0.26559 -0.70098 0.16409 -0.4 3.7 -1.5
H 0.07958 1.65690 -1.31701 -0.5 -0.8 0.7
H -1.75115 0.34798 1.11630 -1.2 -0.1 -0.7
H 2.80230 0.13331 0.16626 0.2 -0.5 -0.2
H 0.35416 0.72085 1.73684 0.6 -0.3 -0.8
H 0.57092 -2.11942 -0.98419 0.3 0.8 0.1
H -1.97966 -0.66392 -1.21995 -1.4 -0.2 0.9